## i
C4H8FNO in the gas phase. Source: the OMol25 dataset; level of theory: ωB97M-V/def2-TZVPD.

Computed properties:
SMILES string = C[C@@]1(F)NCCO1
Orbital gap = 10.64 eV

Each line ends with the Löwdin charge.
Positions of all 15 atoms, in Å:
C  2.10583  0.26343  0.17008  0.04
C  0.60401  0.17125  -0.27139  -0.61
F  0.55682  0.27606  -1.64873  0.05
N  -0.03976  -1.04519  0.16704  0.02
C  -1.43742  -0.79722  -0.10569  -0.17
C  -1.56818  0.73193  0.04244  -0.12
O  -0.21249  1.20330  0.21696  -0.06
H  2.71287  0.83985  -0.68439  0.14
H  2.39860  -0.70904  0.12121  0.03
H  2.12771  0.60383  1.21252  0.09
H  0.03791  -1.23618  1.15708  0.12
H  -1.91838  -1.27776  0.70009  0.10
H  -1.50907  -1.29382  -1.17582  0.16
H  -1.87025  1.07319  -0.85838  0.07
H  -1.98819  1.19639  0.95698  0.14

---

## ii
C4H8FNO in the gas phase. Source: the OMol25 dataset; level of theory: ωB97M-V/def2-TZVPD.

Computed properties:
SMILES string = C/C=N/[C@H](F)OC
Orbital gap = 11.15 eV

Each line ends with the Löwdin charge.
Positions of all 15 atoms, in Å:
C  2.30916  1.16380  -0.01323  -0.05
C  0.80783  1.12381  -0.03486  -0.16
N  0.19618  0.26386  -0.75397  0.10
C  -1.18740  0.19630  -0.82337  -0.33
F  -1.88857  0.85046  0.25881  -0.03
O  -1.58155  -1.24612  -0.74589  -0.14
C  -1.34372  -1.90935  0.49587  -0.14
H  2.61815  0.94103  -0.98581  0.06
H  2.65474  0.57497  0.80676  0.07
H  2.56272  2.16905  0.33691  0.08
H  0.24673  1.94176  0.46432  0.13
H  -1.57240  0.37333  -1.82284  0.15
H  -1.92385  -2.89831  0.58395  0.10
H  -1.56003  -1.37446  1.51598  0.11
H  -0.33800  -2.17011  0.71735  0.04

---

Result of the stability comparison: ii is the least stable of them.

---

## i
C4H8FNO in the gas phase. Source: the OMol25 dataset; level of theory: ωB97M-V/def2-TZVPD.

Computed properties:
SMILES string = CC(=O)[C@](C)(N)F
Orbital gap = 10.70 eV

Each line ends with the Löwdin charge.
Positions of all 15 atoms, in Å:
C  -1.57484  1.30642  0.15476  -0.02
C  -0.97196  -0.02579  -0.20840  -0.42
O  -1.57588  -0.86424  -0.77962  0.13
C  0.56099  -0.07964  0.09110  -0.52
C  1.43954  -0.99758  -0.69564  -0.01
N  0.62559  -0.62943  1.49354  0.10
F  1.09070  1.17138  -0.10410  0.02
H  -1.17941  1.67494  1.01845  0.03
H  -1.51315  2.02773  -0.78261  0.14
H  -2.73527  1.08054  0.27044  0.13
H  1.95586  -0.44210  -1.51007  0.10
H  2.19720  -1.45835  -0.10298  0.07
H  0.82704  -1.72821  -1.15986  0.07
H  -0.12741  -0.50218  2.19155  0.09
H  1.49728  -0.30063  1.88066  0.08

---

## ii
C4H8FNO in the gas phase. Source: the OMol25 dataset; level of theory: ωB97M-V/def2-TZVPD.

Computed properties:
SMILES string = CC[C@@H](F)/C=N\O
Orbital gap = 10.27 eV

Each line ends with the Löwdin charge.
Positions of all 15 atoms, in Å:
C  1.05487  -0.85723  -0.80825  -0.16
C  1.23137  0.09127  0.22836  -0.25
C  -0.14485  0.89526  0.55808  -0.26
F  -0.39816  1.82472  -0.49232  -0.06
C  -1.10680  -0.15467  0.90998  -0.17
N  -2.13806  -0.68809  0.30535  -0.02
O  -2.43665  0.03985  -0.80033  -0.15
H  1.83386  -1.74642  -0.80018  0.11
H  1.22964  -0.55902  -1.94513  0.12
H  -0.00437  -1.26299  -0.76135  0.08
H  2.06313  0.77355  0.06288  0.10
H  1.50702  -0.21935  1.36519  0.16
H  0.23069  1.62361  1.25338  0.13
H  -0.87277  -0.88102  1.75392  0.15
H  -2.04892  1.12052  -0.82958  0.21

---

Result of the stability comparison: ii is the least stable of them.

---

## i
2 unconnected molecules or ions with the total composition C6H12N2O2. Source: the OMol25 dataset; level of theory: ωB97M-V/def2-TZVPD.

Computed properties:
SMILES string = OC(O)=C1CC1.[H]/N=C\CN
Orbital gap = 9.06 eV

Each line ends with the Löwdin charge.
Positions of all 22 atoms, in Å:
O  -1.32880  2.11644  0.85603  0.08
C  -1.28924  1.07199  0.01024  -0.41
O  -0.90559  1.43352  -1.26489  0.06
C  -1.82370  -0.13932  0.15719  -0.20
C  -2.06127  -1.48374  -0.42543  -0.07
C  -2.23973  -1.17562  1.11195  -0.11
H  -1.68077  2.92776  0.41052  0.15
H  -1.42563  1.05102  -1.90629  0.07
H  -1.26908  -2.26662  -0.59240  0.10
H  -3.07317  -1.73071  -0.78287  0.10
H  -3.12518  -0.99183  1.63764  0.07
H  -1.59789  -1.63823  1.86502  0.10
H  1.19562  -1.11114  0.66890  0.07
N  1.00814  -1.20529  -0.35743  0.09
C  1.63714  -0.34521  -1.00484  -0.25
C  2.04986  0.96482  -0.38710  -0.24
N  1.88383  1.01831  1.08641  0.00
H  1.75177  -0.55457  -2.02018  0.08
H  1.39651  1.75559  -0.87338  0.12
H  2.98118  1.18514  -0.77236  0.07
H  0.94683  0.88706  1.44526  0.05
H  2.59078  0.48576  1.62956  0.09

---

## ii
C6H12N2O2 in the gas phase. Source: the OMol25 dataset; level of theory: ωB97M-V/def2-TZVPD.

Computed properties:
SMILES string = [H]/N=C(/[C@@H](C)N)[C@@H](C)C(=O)O
Orbital gap = 9.75 eV

Each line ends with the Löwdin charge.
Positions of all 22 atoms, in Å:
H  1.27093  1.99327  1.13566  0.07
N  0.46708  1.42540  1.41140  0.16
C  -0.13848  0.76578  0.50838  -0.25
C  -1.11069  -0.52866  0.98420  -0.35
C  -0.83859  -2.00218  0.72247  -0.07
N  -1.31379  -0.38103  2.43087  0.00
C  0.15256  0.72406  -0.96340  -0.26
C  0.71380  2.02242  -1.53822  -0.04
C  1.12236  -0.43168  -1.14066  -0.48
O  2.28084  -0.46459  -0.75077  0.11
O  0.65357  -1.34175  -2.03638  0.09
H  -2.05096  -0.26711  0.48729  0.12
H  0.14407  -2.30028  1.10303  0.09
H  -0.95189  -2.25543  -0.33390  0.06
H  -1.57732  -2.64378  1.21539  0.08
H  -0.38442  -0.45092  2.85845  0.07
H  -1.62407  0.56980  2.62802  0.06
H  -0.77577  0.48116  -1.49158  0.15
H  0.00971  2.84666  -1.38778  0.09
H  0.89315  1.91157  -2.61216  0.09
H  1.66500  2.29813  -1.07347  0.08
H  1.39291  -1.97084  -2.15685  0.14

---

## iii
C6H12N2O2 in the gas phase. Source: the OMol25 dataset; level of theory: ωB97M-V/def2-TZVPD.

Computed properties:
SMILES string = [H]/N=C(/O)[C@@](C)(O)[C@@]1(C)CN1
Orbital gap = 10.16 eV

Each line ends with the Löwdin charge.
Positions of all 22 atoms, in Å:
H  1.81344  0.42331  -1.87367  0.05
N  2.26880  0.71615  -1.01210  0.17
C  1.67832  0.25867  0.01644  -0.45
O  2.17843  0.53630  1.22263  0.06
C  0.39064  -0.57518  0.09179  -0.45
C  0.32211  -1.53189  -1.09669  0.00
O  0.42265  -1.37663  1.25393  0.02
C  -0.85799  0.34270  0.13187  -0.45
C  -2.17155  -0.40793  0.17220  -0.02
C  -0.77849  1.66947  0.79484  -0.10
N  -0.89480  1.56636  -0.66208  0.07
H  3.15844  0.47906  1.14049  0.15
H  -0.48635  -2.25299  -0.93229  0.09
H  0.11580  -0.99345  -2.03075  0.10
H  1.26453  -2.08410  -1.19994  0.10
H  0.59485  -0.81924  2.02017  0.11
H  -2.17267  -1.15292  0.97798  0.09
H  -2.99357  0.29738  0.34673  0.09
H  -2.36330  -0.91996  -0.78049  0.08
H  -1.66086  2.05228  1.31232  0.11
H  0.17306  2.00332  1.21242  0.11
H  -0.00147  1.76927  -1.10580  0.08

---

## iv
A molecular structure, C6H12N2O2. Source: the OMol25 dataset; level of theory: ωB97M-V/def2-TZVPD.

Computed properties:
Orbital gap = 9.88 eV

Each line ends with the Löwdin charge.
Positions of all 22 atoms, in Å:
C  -2.73110  0.86307  -0.83259  -0.09
N  -2.48924  -0.28004  0.02937  -0.11
C  -1.87066  -1.46176  -0.54152  -0.10
C  -1.14059  -0.62457  0.44656  -0.25
C  0.06234  0.19995  0.03982  -0.37
O  0.14836  1.38802  0.80095  0.00
C  1.34029  -0.63941  0.15434  -0.10
C  2.58552  0.12046  -0.10610  -0.24
N  3.22207  0.76327  -0.93464  0.09
H  -2.07814  0.90074  -1.72085  0.08
H  -3.77058  0.82117  -1.18475  0.08
H  -2.59527  1.78920  -0.25839  0.09
H  -2.29027  -2.42418  -0.24135  0.11
H  -1.54185  -1.40036  -1.58418  0.12
H  -1.08410  -0.98716  1.48004  0.15
H  -0.03686  0.52607  -1.00235  0.15
H  0.15859  1.16927  1.73867  0.10
H  1.40319  -1.08649  1.15902  0.13
H  1.30337  -1.46401  -0.57448  0.14
O  3.68795  0.68258  1.26922  -0.23
H  4.10362  1.23972  0.01267  0.23
H  3.61336  -0.09552  1.85053  0.03

---

Result of the stability comparison: iv is the least stable of them.

---

## i
2 unconnected molecules or ions with the total composition C6H12N2O2. Source: the OMol25 dataset; level of theory: ωB97M-V/def2-TZVPD.

Computed properties:
SMILES string = C[C@]12N[C@H]1C[C@H]2C(=O)O.N
Orbital gap = 9.67 eV

Each line ends with the Löwdin charge.
Positions of all 22 atoms, in Å:
C  -1.71324  1.85252  0.67233  -0.01
C  -1.03778  0.54638  0.40785  -0.43
N  -1.15845  -0.16071  -0.87462  0.10
C  -1.55624  -0.84793  0.36493  -0.21
C  -0.27917  -1.40998  0.98358  -0.06
C  0.26594  0.05454  1.04024  -0.14
C  1.55753  0.40166  0.34288  -0.51
O  1.77078  1.49693  -0.14856  0.08
O  2.55207  -0.40061  0.76316  0.09
H  -1.67134  2.08948  1.74432  0.08
H  -1.21969  2.66579  0.12111  0.09
H  -2.76749  1.81434  0.36568  0.08
H  -1.99548  0.17269  -1.34932  0.10
H  -2.57734  -1.20591  0.49449  0.14
H  -0.42669  -1.83405  1.98290  0.11
H  0.28136  -2.11745  0.35914  0.11
H  0.35318  0.39085  2.08370  0.16
H  3.37236  0.10818  0.82302  0.13
N  1.57607  -0.80930  -2.30937  0.03
H  0.59367  -0.84999  -2.60697  0.01
H  2.10872  -0.21094  -2.93511  0.02
H  1.97120  -1.74650  -2.32535  0.01

---

## ii
C6H12N2O2 in the gas phase. Source: the OMol25 dataset; level of theory: ωB97M-V/def2-TZVPD.

Computed properties:
SMILES string = C#CCNC[C@@H](O)CON
Orbital gap = 10.05 eV

Each line ends with the Löwdin charge.
Positions of all 22 atoms, in Å:
C  0.54832  3.38261  2.44852  0.11
C  0.92069  2.24556  2.25439  -0.14
C  1.39310  0.86787  2.19233  -0.24
N  1.11292  0.23763  0.89382  -0.07
C  -0.32119  0.17880  0.48183  -0.18
C  -0.52500  0.08033  -1.00161  -0.33
O  0.17499  1.22823  -1.56357  -0.06
C  -0.00888  -1.26865  -1.57794  -0.14
O  -0.95736  -2.32685  -1.28060  -0.20
N  -1.84104  -2.58294  -2.35810  0.02
H  0.18955  4.39664  2.60584  0.04
H  2.45571  0.89557  2.34011  0.11
H  0.89008  0.33705  3.00014  0.12
H  1.51421  -0.70875  0.83101  0.12
H  -0.90596  1.02874  0.79958  0.12
H  -0.73153  -0.72006  0.93248  0.12
H  -1.58096  0.18599  -1.26863  0.15
H  1.00700  1.34432  -1.06401  0.08
H  0.94548  -1.55532  -1.14550  0.11
H  0.14420  -1.22224  -2.63530  0.11
H  -2.80162  -2.57354  -2.07953  0.07
H  -1.62274  -3.45100  -2.80526  0.07

---

## iii
2 unconnected molecules or ions with the total composition C6H12N2O2. Source: the OMol25 dataset; level of theory: ωB97M-V/def2-TZVPD.

Computed properties:
SMILES string = C[C@H]1[C@@H](O)CN1CC#N.O
Orbital gap = 9.66 eV

Each line ends with the Löwdin charge.
Positions of all 22 atoms, in Å:
C  0.63493  -1.18129  -0.83769  -0.05
C  -0.56848  -0.25186  -0.80527  -0.28
C  -1.10414  0.03874  0.61454  -0.30
O  -0.64843  -0.80376  1.63949  -0.03
C  -0.41374  1.40755  0.50950  -0.10
N  -0.30458  1.20327  -0.93760  -0.12
C  0.84297  1.68528  -1.66054  -0.20
C  0.92454  3.16074  -1.66968  -0.19
N  0.99523  4.31821  -1.56210  0.14
H  1.42155  -0.86622  -0.13944  0.09
H  0.31900  -2.19713  -0.56276  0.09
H  1.06292  -1.22476  -1.84845  0.08
H  -1.32258  -0.60538  -1.52498  0.14
H  -2.19943  0.12547  0.61894  0.15
H  -1.08204  -0.56378  2.46389  0.11
H  -0.97314  2.30023  0.82040  0.12
H  0.56284  1.38446  1.02768  0.13
H  1.81479  1.32729  -1.26345  0.13
H  0.79207  1.34217  -2.70478  0.13
O  -0.05504  -3.83595  2.43406  -0.10
H  -0.14097  -2.93321  2.08081  -0.01
H  -0.55827  -3.83011  3.30743  0.07

---

Result of the stability comparison: ii is the least stable of them.